Entry 1:
C45H66NO7PSiTi | wB97M-V/def2-TZVPD

The geometry in XYZ format:
```
122
Properties=species:S:1:pos:R:3:forces:R:3:lowdin_spin:R:1
Ti -0.877697 0.586688 -0.510910 0.0013 -0.2434 -0.0935 0.07
C 2.610232 4.354663 -2.519238 0.0283 0.0129 -0.0227 0.00
C 2.733594 4.135473 -1.016935 0.0022 0.0116 0.0363 0.00
C 3.883905 4.976786 -0.451210 -0.0011 -0.0033 -0.0123 0.00
C 2.917926 2.688005 -0.609486 0.0192 -0.0112 -0.0715 0.00
C 2.731267 2.337853 0.722443 0.0217 -0.0392 0.0560 0.00
C 2.936954 1.049098 1.182814 -0.0345 -0.0046 -0.0091 0.01
C 2.823401 0.761666 2.669903 0.0007 -0.0278 -0.0333 0.00
C 1.613835 1.429970 3.321972 0.0117 0.0390 0.0112 0.00
C 4.107663 1.177889 3.392554 0.0192 0.0325 -0.0190 0.00
C 3.320728 0.054221 0.264186 -0.0059 0.0524 0.0914 0.01
C 3.514705 0.383528 -1.080336 0.0096 -0.0497 0.0302 0.00
C 3.301881 1.696576 -1.495077 -0.0447 0.0632 0.0157 0.00
C 4.029817 -0.622028 -2.094489 -0.0164 -0.0202 -0.0159 0.00
C 3.252612 -0.571428 -3.413183 -0.0205 -0.0037 0.0090 0.00
C 5.523040 -0.409664 -2.359200 0.0116 0.0196 -0.0074 0.00
C 3.761271 -1.283052 0.784636 -0.0012 -0.0377 -0.1066 0.00
C 5.132702 -1.367621 1.051001 -0.0105 -0.0245 0.0808 0.00
C 5.725082 -2.506954 1.559690 0.0087 0.0078 -0.0055 0.00
C 4.943785 -3.623196 1.812848 -0.0124 0.0019 -0.0043 0.00
C 3.589872 -3.570518 1.543604 0.0133 0.0271 -0.0022 0.02
C 2.971437 -2.420643 1.030210 -0.0097 -0.0001 0.0303 0.05
P 1.165094 -2.552682 0.724443 -0.0167 0.0101 -0.0642 0.40
C 0.944287 -3.778841 -0.690955 0.0643 -0.0584 0.0131 0.06
C 1.996782 -4.894136 -0.710407 -0.0362 -0.0200 -0.0259 0.02
C 1.107960 -2.934947 -1.959126 -0.0098 0.0047 -0.0189 0.01
C -0.445769 -4.420502 -0.709650 0.0097 -0.0103 -0.0232 0.00
C 0.352086 -3.102116 2.314321 0.0194 0.0295 0.0566 0.03
C -1.162969 -2.891558 2.170531 -0.0153 -0.0075 0.0027 0.00
C 0.626251 -4.554016 2.733709 -0.0181 0.0291 0.0101 0.01
C 0.842419 -2.160391 3.420856 -0.0121 -0.0002 0.0011 0.00
H 2.400009 5.406139 -2.722456 -0.0159 -0.0053 -0.0006 0.00
H 1.811984 3.757349 -2.957803 -0.0253 -0.0018 0.0084 0.00
H 3.544875 4.110468 -3.031420 0.0068 -0.0045 0.0096 0.00
H 1.804211 4.473312 -0.546485 -0.0147 -0.0072 -0.0226 0.00
H 4.832741 4.657979 -0.890135 -0.0014 0.0050 -0.0004 0.00
H 3.964856 4.868466 0.631090 0.0008 0.0099 0.0006 0.00
H 3.741058 6.034426 -0.681601 -0.0037 -0.0003 0.0021 0.00
H 2.417294 3.106481 1.420811 0.0058 -0.0042 -0.0027 0.00
H 2.712437 -0.316587 2.793384 -0.0046 0.0280 -0.0161 0.00
H 1.744025 2.512525 3.388394 0.0068 -0.0117 -0.0104 0.00
H 1.490688 1.062839 4.343912 0.0030 -0.0060 -0.0030 0.00
H 0.699023 1.231996 2.765868 -0.0264 -0.0161 0.0017 0.00
H 4.273831 2.251792 3.278034 -0.0030 -0.0062 0.0024 0.00
H 4.979465 0.660730 2.991298 0.0251 -0.0143 -0.0062 0.00
H 4.040286 0.956405 4.459921 -0.0055 -0.0044 0.0059 0.00
H 3.436347 1.941131 -2.540562 0.0112 -0.0016 0.0032 0.00
H 3.916350 -1.622211 -1.667134 0.0031 0.0024 -0.0049 0.00
H 3.511222 0.319714 -3.987962 0.0021 0.0067 0.0048 0.00
H 2.175400 -0.556169 -3.246159 0.0166 0.0050 -0.0096 0.00
H 3.502482 -1.436858 -4.031037 0.0079 -0.0017 -0.0045 0.00
H 5.694824 0.593486 -2.755693 0.0043 -0.0023 0.0000 0.00
H 5.889049 -1.131531 -3.092420 0.0032 -0.0023 -0.0044 0.00
H 6.116141 -0.516724 -1.450247 -0.0061 -0.0014 -0.0076 0.00
H 5.735523 -0.490478 0.854513 0.0017 0.0145 0.0130 0.00
H 6.789546 -2.522908 1.755468 0.0019 -0.0034 0.0000 0.00
H 5.381798 -4.532258 2.203246 0.0009 -0.0008 0.0103 0.00
H 3.004935 -4.460268 1.710107 -0.0148 0.0031 0.0424 0.00
H 3.012556 -4.507448 -0.770124 -0.0042 0.0055 -0.0169 0.00
H 1.815611 -5.495504 -1.605273 0.0011 -0.0062 -0.0005 0.01
H 1.923826 -5.559982 0.150721 -0.0039 0.0087 -0.0099 0.00
H 2.071555 -2.430419 -1.983215 0.0296 -0.0066 0.0139 0.00
H 0.330461 -2.178460 -2.047952 -0.0025 0.0087 0.0051 0.00
H 1.055375 -3.593685 -2.830359 -0.0074 0.0022 -0.0013 0.00
H -0.621658 -5.084259 0.135972 0.0218 -0.0056 0.0228 0.00
H -0.506036 -5.028801 -1.616178 -0.0087 -0.0004 -0.0011 0.00
H -1.236669 -3.677808 -0.760071 0.0172 -0.0098 0.0041 0.00
H -1.610765 -3.531808 1.412624 -0.0040 0.0110 0.0096 0.00
H -1.386503 -1.846179 1.960552 -0.0088 -0.0135 -0.0022 0.00
H -1.628464 -3.141846 3.127553 -0.0048 0.0002 0.0004 0.00
H 0.506636 -5.272581 1.924775 -0.0250 0.0001 -0.0307 0.00
H -0.091012 -4.819272 3.515059 0.0053 0.0040 -0.0018 0.00
H 1.618419 -4.672015 3.162629 0.0492 0.0017 0.0014 0.00
H 0.617433 -1.120412 3.183064 0.0003 -0.0345 0.0113 0.00
H 1.913852 -2.263493 3.599131 -0.0056 -0.0099 -0.0084 0.00
H 0.320888 -2.419774 4.346108 0.0020 0.0004 0.0003 0.00
O -1.901414 -1.545983 -0.752643 0.0165 0.1629 -0.0635 0.01
H -2.584066 -1.185232 -1.341099 0.0457 -0.0956 -0.0317 0.00
H -2.344510 -1.558283 0.110477 -0.0276 -0.0489 0.0471 0.00
O -0.881130 0.187652 1.294676 -0.1105 -0.0119 0.3739 0.07
O 0.348593 -0.340072 0.752475 0.0662 -0.0005 -0.1046 0.29
O -0.175586 2.172655 -3.315867 -0.0082 0.0427 -0.0254 0.35
N 0.235893 1.614501 -2.318671 0.0516 -0.0320 0.2088 0.38
O 0.054221 0.245536 -2.163226 0.0266 -0.0798 -0.1538 0.09
O -0.114913 2.177825 -1.022978 0.1822 0.2161 -0.2437 0.08
C -4.723956 0.216337 -3.274770 0.0219 -0.0237 -0.0120 0.00
C -4.946608 1.505485 -2.475644 -0.0452 0.0107 0.0424 0.00
C -4.203599 2.647661 -3.185930 -0.0026 -0.0031 -0.0221 0.00
C -6.438952 1.848588 -2.405889 0.0113 -0.0004 -0.0288 0.00
Si -4.196265 1.347832 -0.754932 0.0499 -0.0178 -0.0659 0.00
O -2.615952 0.962794 -0.951317 -0.2553 0.1865 0.0625 0.01
C -4.305360 2.953520 0.188498 -0.0280 -0.0353 0.0280 0.00
C -3.291780 3.908232 0.063753 0.0015 -0.0284 0.0259 0.00
C -3.378271 5.125653 0.724258 -0.0137 -0.0073 -0.0062 0.00
C -4.480723 5.406624 1.520009 -0.0010 0.0037 0.0034 0.00
C -5.493073 4.467547 1.661029 0.0023 -0.0047 -0.0118 0.00
C -5.402324 3.250261 0.999929 0.0371 0.0506 0.0067 0.00
C -4.892579 -0.050563 0.300755 -0.0161 -0.0301 0.0184 0.00
C -5.905301 -0.941699 -0.057522 0.0084 -0.0112 0.0166 0.00
C -6.246519 -2.015872 0.757342 0.0170 0.0158 0.0126 0.00
C -5.574051 -2.223641 1.951805 -0.0064 0.0065 -0.0114 0.00
C -4.564952 -1.348055 2.334433 -0.0132 -0.0006 -0.0112 0.00
C -4.234029 -0.275612 1.518855 0.0018 -0.0094 0.0043 0.00
H -5.135745 0.324240 -4.283810 -0.0027 0.0077 0.0010 0.00
H -5.200864 -0.654974 -2.819522 -0.0030 0.0077 0.0034 0.00
H -3.656562 0.005625 -3.385694 -0.0013 -0.0009 0.0076 0.00
H -4.581631 2.750025 -4.208907 0.0033 -0.0014 0.0001 0.00
H -3.128713 2.459555 -3.244135 -0.0058 0.0033 0.0034 0.00
H -4.355100 3.603490 -2.680406 -0.0037 0.0033 0.0111 0.00
H -6.837941 1.988960 -3.416235 0.0036 0.0007 -0.0006 0.00
H -6.608184 2.776223 -1.854616 0.0086 0.0161 0.0101 0.00
H -7.030676 1.066449 -1.926123 -0.0015 -0.0131 -0.0001 0.00
H -2.421056 3.690550 -0.546769 0.0016 0.0132 -0.0158 0.00
H -2.585542 5.855397 0.618627 0.0073 -0.0020 0.0022 0.00
H -4.548975 6.356462 2.035262 0.0020 0.0018 0.0020 0.00
H -6.348353 4.683099 2.289075 -0.0044 -0.0041 -0.0029 0.00
H -6.192263 2.517375 1.125616 -0.0224 -0.0096 0.0065 0.00
H -6.442231 -0.809615 -0.988078 -0.0033 0.0074 -0.0016 0.00
H -7.037149 -2.691318 0.455902 -0.0017 -0.0026 -0.0022 0.00
H -5.838424 -3.060084 2.586341 0.0013 -0.0039 -0.0006 0.00
H -4.039830 -1.496643 3.269921 0.0004 0.0013 0.0045 0.00
H -3.443583 0.397870 1.836314 0.0021 0.0054 -0.0030 0.00
```
Forces are in eV/Å.

Computed properties:
charge = 0
E_tot = -3816.06541 a.u.
maximum force = 0.39 eV/A
⟨S²⟩ = 2.01
orbital gap (alpha / beta) = 8.08 / 7.14 eV
energy relative to the best compared isomer or geometry (same formula, charge and spin) = 0.000 eV
HOMO level (alpha / beta) = -7.671 / -8.419 eV
2S+1 = 3


Entry 2:
C5H8NO3 | wB97M-V/def2-TZVPD

The geometry in XYZ format:
```
17
Properties=species:S:1:pos:R:3:forces:R:3:nbo_charge:R:1
C 2.777489 -1.509999 0.143435 -2.8997 -3.7466 -0.9582 -0.12
C 3.976426 0.690582 0.029334 -2.0868 -3.5423 0.0673 1.12
C 1.453277 -1.382847 -0.170568 -0.8747 -2.1367 0.6965 0.08
C -0.672786 -0.169923 -0.370186 -3.6993 -2.2783 -3.1525 -0.24
C -0.995450 1.092470 0.390524 2.2549 -2.4910 1.2839 -0.07
N 0.712566 -0.306178 -0.393698 2.2826 0.2123 0.0255 -0.58
O 4.262778 1.755451 -0.179431 0.7798 1.4890 -0.0223 -0.30
O 3.616941 -0.443509 0.228284 3.2201 4.0897 0.2155 -0.37
O -0.208735 2.099241 -0.093155 1.4711 1.5461 -0.9908 -0.71
H 3.264158 -2.507169 0.188078 -0.1062 1.3772 0.1475 0.26
H 1.096312 0.592432 -0.631705 0.7403 0.1518 0.2720 0.41
H 0.818716 -2.384134 -0.155643 1.7084 2.0554 0.0387 0.25
H -1.173223 -1.180440 -0.077337 0.7141 2.0434 -0.0036 0.24
H -0.981441 -0.046164 -1.497088 0.0530 -0.0771 1.7956 0.19
H -0.643674 0.821486 1.381506 0.0798 0.5850 0.5489 0.18
H -1.949136 1.410328 0.485641 -3.4538 0.3850 -0.1037 0.20
H -0.412519 2.228847 -1.029834 -0.1834 0.3372 0.1394 0.47
```
Forces are in eV/Å.

Computed properties:
charge = +1
E_tot = -475.39472 a.u.
maximum force = 5.37 eV/A
orbital gap = 8.74 eV
energy relative to the best compared isomer or geometry (same formula, charge and spin) = 2.908 eV
HOMO level = -12.857 eV


Entry 3:
C4H8IN2 | wB97M-V/def2-TZVPD

The geometry in XYZ format:
```
15
Properties=species:S:1:pos:R:3:forces:R:3:nbo_charge:R:1
C 0.049161 -1.821543 -0.135950 -0.2192 -0.4467 -1.4081 -0.30
C -0.571863 2.167719 0.053395 -1.3740 2.7925 0.6134 0.25
C -1.144221 -1.537805 -0.686335 0.1453 1.2003 1.0105 -0.25
C 0.810505 -0.923530 0.805394 0.7371 -0.9633 -3.4450 -0.24
N -1.336109 3.044568 0.237424 1.9582 -1.3070 -0.7890 -0.63
N 1.411161 0.183700 -0.091146 -1.0001 1.9427 2.3846 -0.76
I -2.537987 0.000150 0.055379 0.6456 -1.9614 -0.5436 0.17
H 0.612188 -2.681161 -0.577796 -0.5113 0.7887 0.3063 0.25
H -1.521930 -1.947402 -1.607128 -0.1676 -0.5529 0.1950 0.24
H 1.605066 -1.464297 1.258389 0.5124 -0.0486 0.7661 0.24
H 0.116215 -0.476176 1.376131 -1.9147 1.6059 2.8152 0.23
H -1.850286 3.900224 0.129953 -0.1308 -0.0714 0.2242 0.47
H 2.326691 0.491429 0.265152 0.1205 -0.7276 -1.1951 0.45
H 0.834110 1.158906 -0.062137 -0.0228 -1.8959 0.4814 0.43
H 1.197301 -0.094784 -1.020727 1.2215 -0.3553 -1.4160 0.45
```
Forces are in eV/Å.

Computed properties:
charge = +1
E_tot = -564.06566 a.u.
maximum force = 3.76 eV/A
orbital gap = 9.51 eV
energy relative to the best compared isomer or geometry (same formula, charge and spin) = 3.098 eV
HOMO level = -12.791 eV


Entry 4:
C8H24N2O3 | wB97M-V/def2-TZVPD

The geometry in XYZ format:
```
37
Properties=species:S:1:pos:R:3:forces:R:3:nbo_charge:R:1
C -5.703128 -22.337764 2.185738 1.1250 -0.8475 -0.0554 -0.63
C -7.090831 -22.306166 1.587897 0.2854 2.2205 1.2823 -0.12
C -7.549769 -23.651397 1.114192 -0.1741 -0.5569 -0.6906 -0.07
O -8.868485 -23.603934 0.585205 2.7824 1.0603 2.3520 -0.56
C -9.010736 -24.508171 -0.419506 -1.9017 -1.5044 -1.9633 -0.27
N -8.090048 -21.813253 2.568580 0.2293 -2.3837 -1.9840 -0.24
H -5.447422 -23.276879 2.676440 -0.4286 0.0761 0.5768 0.23
H -5.493454 -21.480590 2.825567 -0.0460 -0.1398 -0.1124 0.25
H -4.988322 -22.361168 1.363180 -0.0295 0.4690 -0.1361 0.25
H -7.025356 -21.571898 0.784982 -0.6325 -0.1172 -0.1072 0.25
H -7.408429 -24.471993 1.817574 -0.3952 0.1678 0.6525 0.21
H -6.803405 -23.899246 0.359462 -0.0134 0.1221 -0.5613 0.23
H -10.034515 -24.833770 -0.235256 -0.1598 -0.3279 -1.0931 0.21
H -8.413726 -25.420131 -0.424118 0.4430 0.1675 0.5793 0.20
H -8.870607 -24.008465 -1.378017 -0.2197 -0.1887 -0.2199 0.20
H -8.414583 -22.566471 3.158013 0.2984 -0.1449 1.4384 0.39
H -8.935733 -21.501815 2.112605 -1.1806 1.7020 -0.3970 0.43
C -13.942071 -24.285937 4.537985 1.3622 0.0445 -0.2451 -0.62
C -12.594719 -25.043041 4.792843 0.1217 -0.1611 -1.4040 -0.07
C -11.239694 -24.265969 4.512995 -2.1561 0.1989 0.1905 -0.09
O -11.159623 -23.729059 3.192745 0.9342 -0.9993 0.3630 -0.58
C -11.215895 -24.761923 2.219516 -1.1656 0.7916 -1.2111 -0.27
N -12.545775 -25.548760 6.096793 -0.2932 0.5053 2.7530 -0.80
H -14.017105 -24.000259 3.488771 -0.0125 0.0076 -0.0439 0.21
H -13.933436 -23.358290 5.110251 -0.0107 0.0956 0.1096 0.21
H -14.846601 -24.830953 4.807986 0.3835 -0.3266 0.0838 0.24
H -12.550723 -26.006117 4.284271 -0.1920 0.3765 -1.2786 0.19
H -10.472324 -24.980967 4.809687 0.5356 -0.0609 -0.6215 0.16
H -11.143438 -23.411736 5.183163 -0.2057 0.0752 0.0962 0.19
H -12.158613 -25.309036 2.227446 0.0822 -0.2666 0.6217 0.20
H -10.373472 -25.452480 2.179947 0.1779 0.1289 0.3055 0.17
H -11.333911 -24.207868 1.288281 0.5005 -0.2350 -0.2253 0.19
H -11.672735 -26.000756 6.328340 0.1095 -0.3023 -0.1456 0.35
H -12.593726 -24.751339 6.714785 -0.1891 0.0005 0.7267 0.34
O -10.727923 -21.763373 1.148774 0.5265 1.0921 0.1642 -0.93
H -10.151952 -22.367560 0.680317 0.0281 -0.3493 -0.3433 0.48
H -10.965442 -22.230601 1.949714 -0.5193 -0.3899 0.5434 0.49
```
Forces are in eV/Å.

Computed properties:
charge = +1
E_tot = -654.03599 a.u.
maximum force = 3.79 eV/A
⟨S²⟩ = 0.75
orbital gap (alpha / beta) = 8.92 / 3.25 eV
energy relative to the best compared isomer or geometry (same formula, charge and spin) = 0.588 eV
HOMO level (alpha / beta) = -11.677 / -11.669 eV
2S+1 = 2